Entry 1:
Here is a molecular structure, C26H32BrN2O7PtSe from the OMol25 dataset. Energies are from wB97M-V/def2-TZVPD.

Values from the calculation:
**Spin multiplicity**: 3
**Orbital gap (spin up / spin down)**: 5.21 / 7.68 eV
**Net charge**: -1
**<S²>**: 2.027
**LUMO (spin up / spin down)**: 2.3 / 2.3 eV

Each line ends with the Mulliken charge.
Atoms and positions in Å:
H -5.659 -1.290 -2.145  0.3859
H -3.040 2.248 5.433  0.3369
O -6.428 -2.529 1.700  -0.4923
H 3.233 2.702 -1.410  0.4085
C 1.753 -0.886 -1.066  -0.6506
N -1.376 1.325 1.085  -0.3808
H 1.401 -2.792 -3.014  0.3538
H 5.058 2.720 0.013  0.3272
C -5.224 -1.325 0.005  0.5753
C 6.000 -0.476 -0.894  -2.0632
H -0.734 -2.207 -1.765  0.3635
H -0.847 1.279 5.800  0.3072
H 5.728 -0.974 0.041  0.3769
C 1.273 -2.339 -0.892  2.2419
H 0.138 2.308 3.909  0.3298
H -7.222 -3.042 1.869  0.2912
H 7.074 -0.269 -0.863  0.4380
H -1.736 -0.230 5.596  0.3142
C -1.715 0.822 5.316  -0.8446
H 6.804 1.663 -2.336  0.4492
C 3.723 0.607 -1.143  -0.1327
H -3.260 -0.263 3.405  0.3898
O -2.989 3.105 -0.898  -0.7047
C -3.300 -0.004 0.644  0.1659
Br 0.361 2.956 -1.690  -0.2591
C -0.251 -2.509 -0.837  -2.1638
C 1.824 -2.910 0.428  -1.7539
C -1.588 0.975 3.823  0.5697
H -3.756 0.228 -2.638  0.5016
H -0.700 -1.925 -0.031  0.3563
N -3.115 0.315 -0.684  -0.3399
H -4.567 -1.132 2.001  0.5662
C -0.524 1.931 1.906  -0.3762
H 1.471 -3.938 0.559  0.4873
O -2.930 1.377 5.827  -0.5229
H 3.775 -1.501 -0.887  0.2043
C -2.474 0.355 2.986  -0.8416
H 0.241 2.539 1.431  0.4117
H -6.305 -3.124 -0.289  0.2936
H -0.464 -3.569 -0.659  0.5220
C 1.505 1.461 -1.375  0.5467
C -4.391 -0.856 0.972  -0.7107
H -7.308 -1.704 0.006  0.3191
H 2.886 -3.163 -2.127  0.2959
C 1.794 -3.177 -2.070  -1.7021
H 1.472 -4.218 -1.961  0.4444
H 1.471 -2.317 1.276  0.3705
C -0.578 1.798 3.277  -1.0184
C 5.235 0.836 -1.077  2.0123
O -4.343 4.386 -2.923  -0.6962
H 5.237 2.461 -2.542  0.3229
H 5.250 1.300 1.046  0.3683
H 5.815 -1.168 -1.719  0.3803
O -0.416 0.033 -1.384  -1.5635
Se -2.925 3.752 -2.493  1.1207
Pt -1.646 1.598 -1.140  2.6606
C 5.722 1.496 -2.375  -1.6909
C -5.005 -0.953 -1.351  -1.0151
O -2.522 2.337 -3.283  -0.6371
O -1.672 4.795 -2.512  -0.6898
H 5.500 0.858 -3.235  0.3750
C 5.566 1.757 0.104  -1.6585
C -3.958 -0.128 -1.637  -0.5990
C 2.860 1.685 -1.318  -0.3927
C 3.129 -0.645 -1.026  -0.4257
H 2.914 -2.928 0.459  0.3038
C -2.390 0.544 1.581  1.0804
C 0.888 0.206 -1.279  1.0352
C -6.390 -2.214 0.313  -0.7168
H 6.643 1.945 0.155  0.4388


Entry 2:
Here is a gas-phase ion, C26H32BrN3O4P (charge +1) from the OMol25 dataset. Energies are from wB97M-V/def2-TZVPD.

Values from the calculation:
**SMILES string**: CCC[C@H](C)c1c2c(P(N)O)c(Cc3ccccc3C)cc(CC=O)c2c(Br)c(N)[n+]1CC(=O)O
**Orbital gap**: 5.16 eV
**Net charge**: +1
**LUMO**: -5.1 eV

Each line ends with the Mulliken charge.
Atoms and positions in Å:
C 3.139 0.409 0.043  -0.6476
H -3.565 -2.039 -7.189  0.3055
C -3.125 -2.323 -6.138  -0.4104
H 3.382 -0.928 2.987  0.2911
H 3.014 3.753 -1.184  0.3803
C -1.997 -2.943 -3.025  0.4457
H 5.196 -0.397 3.021  0.3529
O -3.910 -2.483 5.073  -0.4921
C -1.420 1.578 2.815  -0.7054
H -4.335 -1.999 2.540  0.2899
H -4.428 -2.447 -1.130  0.1460
H 4.663 -1.543 1.622  0.2669
H 2.457 -0.503 0.325  0.1911
H -0.355 3.508 4.703  0.3182
H -3.052 -3.019 0.745  0.2479
C -3.953 -1.854 -4.795  -0.6023
C -1.153 -3.480 -4.360  -0.5394
C -1.219 -2.031 -0.518  0.3579
C 3.980 0.726 1.453  0.0841
H -5.396 -1.305 -2.363  0.3685
H -0.279 -3.903 -1.672  0.3577
H 5.016 1.242 1.195  0.3238
H -1.463 4.341 3.652  0.3236
C 0.974 1.738 0.561  0.2416
H -3.764 -0.723 -1.517  0.1545
H 0.291 0.380 -3.836  0.3204
H 4.113 5.430 3.439  0.3796
O 0.008 -0.567 -3.579  -0.5349
N 1.795 -2.456 -2.204  -0.5914
H -1.131 -3.546 -6.830  0.2847
H -4.952 -1.254 -4.905  0.2437
C 2.231 1.748 -0.446  0.8140
H -2.031 -4.098 -1.105  0.3679
H -1.942 -1.523 4.760  0.3168
H 0.887 5.099 2.069  0.4425
H 3.893 0.096 -0.828  0.3867
Br -2.706 1.769 4.390  -0.0870
C 4.293 -0.652 2.296  -1.1073
H 2.513 -2.549 -1.451  0.2833
H 1.887 1.665 -1.590  0.0505
H 3.846 3.287 0.438  0.1836
C -0.136 0.479 0.569  0.1781
N 0.747 2.870 1.588  0.2708
C 1.530 4.152 1.710  -0.7408
H -4.349 -0.212 3.063  0.4194
O 2.628 3.354 3.949  -0.4897
C -1.728 -3.165 -5.893  -0.4649
P 0.977 -0.832 -2.108  0.2778
C -3.599 -1.128 2.905  -0.9217
C -3.408 -2.153 -3.265  0.5976
H 2.210 -2.503 -3.164  0.2537
H -0.138 -4.091 -4.286  0.2699
C -0.178 -0.752 -0.541  0.3300
N -0.517 3.907 3.753  -0.4945
H 3.327 1.440 2.113  -0.2215
C -3.031 -1.727 4.361  0.1528
O 3.970 4.888 2.604  -0.4425
H 1.889 4.619 0.669  0.3830
C -2.410 -0.852 1.821  0.5840
C -2.316 -2.079 0.696  -1.0582
C -1.292 -3.278 -1.572  -0.9944
C 3.387 2.831 -0.523  -1.3596
C 2.754 4.093 2.840  0.4958
C -1.343 0.379 1.730  0.3980
H 4.300 2.380 -1.148  0.3728
C -4.318 -1.640 -2.004  -0.6930
C -0.358 2.814 2.669  0.0937


Entry 3:
Here is 6 unconnected molecules or ions with the total composition C26H32F16O14 from the OMol25 dataset. Energies are from wB97M-V/def2-TZVPD.

Values from the calculation:
**SMILES string**: FC(F)C(F)(F)COC(F)(F)C(F)F.FC(F)C(F)(F)COC(F)(F)C(F)F.C[C@H]1COC(=O)O1.C[C@H]1COC(=O)O1.C[C@H]1COC(=O)O1.C[C@H]1COC(=O)O1
**Orbital gap**: 11.03 eV
**LUMO**: 0.4 eV

Each line ends with the Mulliken charge.
Atoms and positions in Å:
O 6.421 -2.368 -13.919  -0.5824
H 8.379 0.352 -11.769  0.2833
H -2.147 2.311 -8.520  0.2753
H -4.668 3.332 -7.264  0.3693
C -2.140 3.340 -8.878  -0.4444
H -1.326 -3.289 3.259  0.2952
H -5.776 3.518 -8.412  0.3600
C 6.309 -0.748 -9.760  -1.4795
F 4.786 2.810 3.742  -0.2753
C 6.605 -0.335 -11.162  0.5087
F 6.723 3.649 3.486  -0.2335
H 6.553 -1.796 -9.589  0.3561
C -3.565 3.896 -8.987  0.5659
C 2.084 0.094 11.937  -0.5175
C -2.619 3.679 -10.973  0.6163
F -0.071 -2.093 1.247  -0.2847
O -10.156 0.707 0.862  -0.3149
O -10.029 -1.353 0.162  -0.3314
F -3.105 -5.283 3.773  -0.2823
H 5.623 0.373 4.637  0.4204
F 7.894 -0.457 5.667  -0.3163
C -1.258 -1.599 0.954  0.8788
C -3.431 -2.779 3.784  0.8653
C 8.985 1.027 4.197  0.1026
C -11.328 -1.219 0.664  0.4766
O 6.338 1.393 2.898  -0.4026
F 8.999 2.143 4.938  -0.2471
F 6.492 3.554 0.672  -0.2469
O 1.860 1.058 11.033  -0.3105
C -11.231 0.096 1.400  -0.4714
F -0.317 -0.913 -1.125  -0.2686
H -2.176 -1.326 -0.991  0.2804
H -12.657 -2.034 2.174  0.3644
C 6.497 0.892 4.244  -0.7642
C -2.054 -2.502 3.064  -0.6694
O 8.007 -1.492 -12.627  -0.2847
C 0.736 -0.681 12.172  0.5159
H 2.941 -0.489 11.597  0.2830
H -12.065 -1.028 -0.116  0.2573
C -11.801 -2.362 1.585  -1.3429
F -1.425 -0.355 1.454  -0.2658
H -3.586 4.921 -8.616  0.1985
F -4.358 -1.921 3.476  -0.2923
C 0.530 1.068 10.758  0.6405
C 0.824 -2.165 11.911  -1.1909
H -1.774 -1.518 3.442  0.3929
H 6.299 0.678 -11.424  0.2942
H 0.819 -2.749 12.831  0.3116
F 4.846 4.507 1.643  -0.2624
H 8.931 1.303 3.144  0.2973
H 0.040 -2.479 11.221  0.3144
H -10.947 -2.717 2.162  0.3563
O -0.025 1.957 10.083  -0.5905
C 7.796 0.082 4.407  0.8884
F 7.880 -0.985 3.546  -0.2919
O -0.123 0.060 11.273  -0.3452
H 6.547 1.739 4.928  0.3526
C 5.895 2.785 2.973  0.9227
C 6.832 -1.663 -13.005  0.6701
H 8.599 -1.086 -10.711  0.3265
H 6.953 -0.195 -9.076  0.3769
C -1.236 -1.715 -0.600  0.1349
H -11.068 -0.047 2.468  0.2960
H 0.423 -0.476 13.196  0.3000
O -3.778 3.991 -10.298  -0.3303
C 7.990 -0.627 -11.489  -0.4702
F -1.068 -2.946 -0.916  -0.2197
O -2.256 -2.452 1.603  -0.4136
H 5.238 -0.680 -9.569  0.3579
H 4.848 2.554 1.211  0.2431
O 5.937 -1.073 -12.123  -0.3569
F -5.028 -4.323 4.284  -0.2538
O -8.485 0.088 -0.601  -0.5824
H -4.390 -4.356 2.544  0.2369
H -12.117 -3.160 0.914  0.3479
H 1.830 -2.393 11.558  0.3261
F 10.162 0.368 4.372  -0.2870
H -12.086 0.763 1.294  0.2902
C -4.740 3.184 -8.341  -1.3963
C -3.979 -4.213 3.544  0.1735
H -4.738 2.132 -8.628  0.3166
H -1.458 3.735 -8.125  0.3051
O -1.607 3.413 -10.179  -0.2914
F -3.262 -2.663 5.032  -0.3077
O -2.522 3.827 -12.164  -0.5447
H 2.460 0.554 12.850  0.2632
C -9.453 -0.171 0.119  0.6544
C 5.517 3.338 1.566  0.1001


no.,maximum force (eV/Å),electronic energy (Ha)
1,0.5,-6740.85407
2,9.0,-4389.31170
3,7.3,-3661.05185